ORCA calculation (ωB97M-V/def2-TZVPD) on a 5-piece molecular cluster, C32H40N3O12 overall at a distorted geometry.

The geometry in XYZ format:
```
87
C32H40N3O12 | OMol25 | ωB97M-V/def2-TZVPD
O 1.511 -1.560 -3.042
C 0.504 -1.742 -3.551
N -0.635 -1.771 -4.069
N -1.634 -1.930 -3.083
N -1.693 -3.137 -2.527
C -2.647 -3.261 -1.630
C -2.682 -4.605 -0.937
C -1.940 -4.471 0.416
O -0.612 -4.945 0.274
C -3.589 -2.246 -1.274
C -4.676 -2.504 -0.265
C -4.237 -2.299 1.193
O -4.463 -3.134 2.016
C -3.450 -1.015 -1.891
C -2.401 -0.893 -2.820
C -2.130 0.423 -3.537
O -0.856 0.925 -3.239
C -0.680 1.378 -1.932
C 0.632 1.556 -1.536
C 0.941 2.027 -0.267
C -0.063 2.305 0.657
C -1.393 2.131 0.259
C -1.694 1.686 -1.029
H -2.111 -5.321 -1.529
H -3.695 -4.979 -0.816
H -1.884 -3.423 0.738
H -2.509 -5.014 1.176
H -0.092 -4.445 0.915
H -5.461 -1.762 -0.460
H -5.156 -3.471 -0.402
H -3.689 -1.369 1.440
H -4.102 -0.184 -1.667
H -2.169 0.240 -4.615
H -2.924 1.146 -3.335
H 1.452 1.348 -2.216
H 1.980 2.172 0.003
H 0.190 2.679 1.639
H -2.222 2.349 0.920
H -2.737 1.594 -1.303
O 4.139 -6.834 0.668
C 3.547 -6.248 -0.186
O 3.937 -5.037 -0.676
C 2.954 -4.544 -1.597
C 2.189 -5.769 -2.071
C 2.250 -6.672 -0.844
H 2.315 -3.833 -1.064
H 3.456 -4.025 -2.412
H 1.178 -5.539 -2.404
H 2.718 -6.240 -2.901
H 1.431 -6.471 -0.152
H 2.274 -7.725 -1.109
O 2.030 -2.232 2.146
C 3.116 -2.558 2.546
O 3.953 -1.709 3.173
C 5.214 -2.362 3.430
C 4.904 -3.853 3.408
C 3.765 -3.914 2.396
H 5.917 -2.073 2.646
H 5.601 -2.027 4.389
H 5.762 -4.469 3.150
H 4.544 -4.173 4.387
H 4.130 -4.015 1.375
H 3.059 -4.709 2.624
O 0.727 6.920 0.166
C 0.301 6.469 -0.856
O -0.179 5.206 -0.970
C -0.515 4.931 -2.338
C -0.730 6.292 -2.983
C 0.245 7.167 -2.202
H 0.312 4.379 -2.792
H -1.408 4.311 -2.364
H -0.564 6.289 -4.058
H -1.751 6.630 -2.801
H 1.244 7.162 -2.639
H -0.110 8.188 -2.091
O -1.537 4.243 2.918
C -1.172 5.255 3.450
O -0.667 5.284 4.701
C -0.411 6.646 5.096
C -0.278 7.418 3.792
C -1.227 6.652 2.875
H -1.250 6.993 5.703
H 0.494 6.677 5.698
H -0.513 8.476 3.892
H 0.742 7.335 3.413
H -2.251 7.024 2.945
H -0.894 6.654 1.842
```

- charge = +1
- orbital gap (hartree) = 0.2451
- lowest unoccupied orbital energy (eV) = -4.72